Computed, not measured: a cluster of 3 separate species, C18H43N in total in a non-equilibrium geometry, with the ωB97M-V functional and the def2-TZVPD basis.

XYZ file:
```
62
Properties=species:S:1:pos:R:3
H -1.22 -1.36 3.95
H 1.64 -0.09 1.18
C 1.40 0.61 0.63
C -2.37 2.21 -1.19
H -3.30 2.55 -0.78
H 1.33 1.57 1.45
H 3.28 -2.35 -3.40
C 1.13 -2.81 5.65
H -0.69 2.80 -2.40
H -0.51 0.12 -2.23
H -5.26 2.33 -0.94
H -5.31 0.58 -1.39
C 0.96 -1.58 4.69
H 2.27 -0.36 -3.76
C -1.11 -0.37 -2.86
H -2.64 0.21 3.26
H 3.58 0.37 -3.04
C -0.53 0.36 3.74
C -4.21 1.80 -2.81
H -0.20 0.25 2.84
H 4.45 -1.58 -2.43
H 2.61 -1.17 -0.95
H -1.48 -1.48 -2.69
H -6.56 1.65 -2.25
H -1.58 1.39 -3.94
H 2.57 -4.36 6.39
H 0.29 0.49 0.40
C 2.26 -0.55 -1.57
H 1.54 1.72 -1.26
H 2.22 -4.18 4.64
C -0.38 -0.98 4.62
C 2.04 0.77 -0.74
C -1.83 0.93 3.70
H 3.91 -1.07 -5.36
C 3.86 -1.57 -3.19
H -1.83 1.56 -0.44
H 0.06 1.16 4.17
C 2.39 -3.59 5.46
C 4.61 -1.43 -4.51
H -1.22 3.98 -1.22
H -2.08 1.15 4.80
H 3.28 -2.91 5.67
H 3.13 1.16 -0.61
H -4.35 2.84 -2.98
H 0.83 -2.53 6.75
H -0.77 -0.65 5.67
H 0.48 -3.47 5.31
H 5.07 -2.22 -4.97
C -2.13 0.64 -3.32
H -2.20 3.57 -2.59
H 5.27 -0.60 -4.66
H 1.07 -2.17 3.70
H -2.83 0.26 -3.98
H 1.75 -0.96 4.82
N -3.00 1.23 -2.27
H -4.52 1.39 -3.82
C 2.90 -0.42 -2.91
C -5.44 1.56 -1.86
H -1.94 1.94 3.15
H 1.40 -0.96 -1.56
H -0.59 -0.66 -3.91
C -1.50 3.29 -1.87
```

Values from the calculation:
Relative energy (zero: lowest compared OMol25 entry of this formula, charge and spin) (eV): 1.584
Total charge: 0
SMILES string: CCN(CC)CC.CCCCCC.CCCCCC
HOMO (eV): -8.297
HOMO-LUMO gap (Ha): 0.336

Computed, not measured: a structure of composition C2H9N3O in a non-equilibrium geometry, with the ωB97M-V functional and the def2-TZVPD basis.

XYZ file:
```
15
Properties=species:S:1:pos:R:3
H 0.69 2.18 2.40
H -0.96 0.58 2.23
C -0.62 -1.28 -1.53
O -1.07 -0.43 -0.54
H 1.27 1.04 -0.23
N 1.36 1.86 0.37
H 1.07 -1.96 -0.64
H -0.64 0.24 0.41
H 0.00 -0.74 -2.26
H -0.29 -2.63 -0.12
C 0.51 1.67 1.46
N -0.39 0.79 1.42
N 0.21 -2.37 -0.97
H 0.96 2.59 -0.22
H -1.48 -1.74 -2.03
```

Values from the calculation:
Relative energy (zero: lowest compared OMol25 entry of this formula, charge and spin) (eV): 2.437
Total charge: 0
HOMO (eV): -8.010
HOMO-LUMO gap (Ha): 0.308

Computed, not measured: a structure of composition C23H50NO6P2SiTb in a non-equilibrium geometry, with the ωB97M-V functional and the def2-TZVPD basis.

XYZ file:
```
84
Properties=species:S:1:pos:R:3
C 0.13 3.92 -2.73
H -3.47 -0.56 -1.56
H -3.17 2.51 -0.86
O -0.11 1.00 2.88
H 0.71 -2.36 3.60
H 0.43 -0.72 4.24
C -1.93 -3.11 3.43
H -0.34 3.69 -3.69
H 2.45 3.19 2.91
H -2.43 -1.13 5.24
H -0.65 4.26 -2.03
C -3.83 1.87 -0.26
P 0.84 -2.88 -1.47
C 0.63 -4.07 -2.84
H -1.87 0.25 4.28
P 0.91 2.44 -2.00
H -4.20 2.46 0.59
H 1.14 -5.01 -2.59
H 5.89 -0.43 -4.07
H 2.73 4.04 -1.70
H 3.01 -2.55 -0.46
H 0.77 1.90 5.22
C -1.35 -1.70 3.48
C 1.74 1.72 -3.52
C 4.04 0.66 -3.83
H -3.27 -0.72 3.73
C 0.02 -1.73 4.16
H -0.09 -2.14 5.17
H -1.18 -1.05 -4.09
N 2.34 -0.42 -2.52
O -2.01 1.08 1.06
H -1.88 -1.91 -2.63
H -0.40 0.20 -4.92
H 1.06 -3.66 -3.76
H 0.74 3.63 4.79
H -2.69 -2.42 -3.90
C 2.76 0.63 -3.27
H 1.97 3.56 -0.15
H -1.27 3.38 2.42
O 0.34 0.05 0.36
H 5.07 -2.38 -2.69
O -0.51 -0.18 -4.03
H -3.50 -1.17 1.38
H 4.33 1.54 -4.41
C 0.29 2.65 4.57
C -3.12 0.61 0.21
H -2.10 0.55 -1.71
H 1.07 -4.92 -0.14
H 2.47 1.50 3.46
C -2.29 -0.76 4.22
H -0.45 -4.04 0.21
C 0.62 -3.92 0.01
H 1.08 -3.44 0.88
C 2.32 3.19 -1.12
O -1.19 -1.28 2.09
H -4.90 -0.58 0.44
O -1.80 -2.16 -3.60
H -0.43 -4.26 -3.01
C 4.45 -1.50 -2.87
C -2.60 -0.17 -1.01
H -4.40 0.27 1.92
H 0.86 4.74 -2.87
C -4.03 -0.27 1.05
H -4.69 1.61 -0.89
C 3.17 -1.48 -2.33
H 0.23 4.34 2.46
H -2.06 -3.49 4.45
Si -0.70 0.21 1.57
C 0.49 2.31 3.10
H 3.11 2.45 -0.95
H -0.02 3.16 1.15
H -2.92 -3.11 2.95
C -0.19 3.35 2.22
H 0.87 1.23 -4.10
H -1.27 -3.79 2.89
H 2.17 2.54 -4.10
C 1.98 2.20 2.77
C 2.68 -2.66 -1.50
Tb 0.06 -0.26 -1.71
H 3.11 -3.59 -1.90
H -2.00 -1.05 -0.68
C 4.89 -0.42 -3.63
H 2.14 1.87 1.74
H -0.78 2.70 4.81
```

Values from the calculation:
Total charge: +2
2S+1: 7
HOMO (spin up / spin down) (eV): -14.468 / -14.470
HOMO-LUMO gap (spin up / spin down) (Ha): 0.297 / 0.308